{
  "formula": "C4H14O2S",
  "method": "ωB97M-V/def2-TZVPD",
  "e_homo_ev": -9.20,
  "fmax_ev_per_a": 0.84,
  "smiles": "CCCCS.O.O",
  "multiplicity": 1,
  "elements": ["C", "C", "C", "C", "S", "H", "H", "H", "H", "H", "H", "H", "H", "H", "H", "O", "H", "H", "O", "H", "H"],
  "positions_angstrom": [[0.24, 1.19, -2.48], [0.15, 0.45, -1.16], [-0.43, -0.95, -1.28], [-0.64, -1.66, 0.04], [-0.81, -3.46, -0.17], [0.78, 2.12, -2.33], [-0.76, 1.40, -2.84], [0.73, 0.66, -3.28], [1.12, 0.44, -0.66], [-0.54, 1.02, -0.53], [-1.34, -0.86, -1.87], [0.23, -1.54, -1.93], [0.25, -1.52, 0.65], [-1.44, -1.22, 0.63], [-2.06, -3.46, -0.66], [2.18, 2.17, 3.31], [2.98, 1.81, 2.90], [1.56, 1.44, 3.38], [-0.24, 4.54, 1.36], [0.50, 3.96, 1.59], [-0.95, 3.93, 1.17]],
  "mulliken_charge": [-1.34, -0.24, -0.53, -0.73, -0.23, 0.35, 0.34, 0.35, 0.35, 0.19, 0.36, 0.35, 0.29, 0.37, 0.11, -0.64, 0.32, 0.32, -0.64, 0.33, 0.31]
}



{
  "formula": "C4H14O2S",
  "method": "ωB97M-V/def2-TZVPD",
  "e_homo_ev": -8.54,
  "fmax_ev_per_a": 3.29,
  "smiles": "CCCSC.O.O",
  "multiplicity": 1,
  "elements": ["C", "C", "C", "S", "C", "H", "H", "H", "H", "H", "H", "H", "H", "H", "H", "O", "H", "H", "O", "H", "H"],
  "positions_angstrom": [[-1.44, 1.22, 1.48], [-1.09, 0.07, 0.64], [0.33, 0.25, 0.02], [0.42, -1.11, -1.19], [1.38, -0.44, -2.68], [-0.85, 1.52, 2.29], [-2.33, 1.08, 1.96], [-1.44, 2.03, 0.77], [-1.03, -0.93, 1.05], [-1.72, -0.02, -0.28], [0.04, 1.24, -0.24], [1.08, 0.17, 0.71], [0.81, 0.18, -3.51], [1.89, -1.33, -3.10], [2.00, 0.43, -2.37], [-0.23, -4.09, 4.46], [-0.43, -3.69, 3.58], [0.09, -4.94, 4.11], [0.66, 2.57, -2.83], [1.05, 3.43, -2.96], [0.83, 2.36, -1.90]],
  "mulliken_charge": [-1.33, -0.52, -0.31, -0.08, -0.73, 0.33, 0.38, 0.37, 0.36, 0.33, 0.09, 0.35, 0.24, 0.31, 0.22, -0.64, 0.31, 0.32, -0.61, 0.31, 0.29]
}



{
  "formula": "C4H14O2S",
  "method": "ωB97M-V/def2-TZVPD",
  "e_homo_ev": -9.19,
  "fmax_ev_per_a": 2.51,
  "smiles": "CCCCS.O.O",
  "multiplicity": 1,
  "elements": ["C", "C", "C", "C", "S", "H", "H", "H", "H", "H", "H", "H", "H", "H", "H", "O", "H", "H", "O", "H", "H"],
  "positions_angstrom": [[1.57, -1.13, 1.37], [0.09, -1.31, 1.05], [-0.71, -0.07, 0.70], [-2.15, -0.35, 0.38], [-3.17, 1.03, -0.34], [2.21, -2.00, 1.39], [1.97, -0.47, 0.59], [1.69, -0.53, 2.27], [-0.43, -1.97, 1.76], [0.02, -2.01, 0.19], [-0.26, 0.40, -0.19], [-0.58, 0.64, 1.52], [-2.66, -0.64, 1.31], [-2.34, -1.24, -0.22], [-3.79, 0.19, -1.21], [-0.82, 1.73, -2.44], [-1.19, 1.71, -1.55], [-0.61, 2.64, -2.67], [3.57, 1.13, -0.98], [3.75, 1.91, -1.50], [3.83, 0.36, -1.44]],
  "mulliken_charge": [-1.10, -0.63, -0.13, -0.79, -0.29, 0.37, 0.15, 0.30, 0.38, 0.31, 0.23, 0.24, 0.37, 0.45, 0.18, -0.60, 0.28, 0.28, -0.62, 0.31, 0.30]
}



Going through the records in order, we get frontier orbital gap values of 9.492; 9.115; 9.989 eV.
Going through the records in order, we get ΔE to the lowest compared entry with this formula, charge and spin values of 8.4; 49.1; 15.2 kcal/mol.
Going through the records in order, we get electronic energy values of -709.45225; -709.38748; -709.44146 Ha.